Entry 1:
# C28H42BrN3P2Pb

A molecular structure, C28H42BrN3P2Pb (ωB97M-V/def2-TZVPD, OMol25).

Geometry as XYZ:
```
77
Properties=species:S:1:pos:R:3:forces:R:3:lowdin_charge:R:1
C -2.116 -4.567 -1.330 0.182 0.318 0.155 0.00
C -0.753 -4.504 -1.690 -0.324 -0.042 -0.773 -0.23
C -0.416 -3.919 -2.921 -0.225 0.390 0.035 0.00
C -1.401 -3.204 -3.606 -0.182 -0.297 0.759 -0.12
N -2.650 -3.083 -3.131 -0.174 -0.632 -0.481 0.05
C -3.031 -3.825 -2.083 0.833 -0.007 -0.176 -0.13
C 0.297 -4.832 -0.775 1.639 0.087 2.332 0.07
C 1.104 -4.764 0.158 -2.106 -0.625 -2.159 0.06
C 1.532 -4.148 1.370 0.124 0.960 0.474 -0.22
C 0.553 -3.264 1.884 0.765 -0.218 0.728 -0.03
C 0.946 -2.336 2.899 -0.666 -0.958 -0.655 -0.34
C 2.307 -2.086 2.971 1.128 0.246 1.019 -0.47
C 3.258 -3.081 2.738 -0.046 -0.583 -0.551 -0.05
C 2.818 -4.201 1.976 -0.438 0.711 -0.009 0.03
Pb 0.410 -0.049 1.960 -1.796 1.505 -3.313 1.08
P -1.929 0.639 -0.438 -0.703 0.114 -0.701 0.89
H 0.610 -3.928 -3.285 -0.219 -0.056 0.122 0.12
H -2.451 -5.098 -0.439 0.203 0.100 -0.225 0.12
H -1.165 -2.683 -4.536 -0.120 -0.065 0.269 0.12
H -4.092 -3.801 -1.818 0.348 0.038 -0.050 0.12
H 3.461 -5.060 1.758 0.002 0.564 0.094 0.14
H -0.439 -3.263 1.384 0.538 -0.138 0.993 0.14
H 4.293 -3.054 3.134 -0.760 0.292 -0.566 0.14
H 0.217 -1.872 3.590 0.486 -0.285 -0.642 0.07
C -2.578 2.390 -0.511 0.343 -0.091 0.379 -0.42
C -3.181 2.895 -1.824 -0.205 0.373 -0.095 -0.14
H -1.705 3.011 -0.241 -0.324 -0.027 -0.058 0.05
H -3.308 2.486 0.310 0.300 0.051 -0.174 0.07
H -3.378 3.973 -1.744 0.109 -0.227 0.009 0.09
H -2.501 2.750 -2.673 -0.206 0.082 0.246 0.07
H -4.146 2.422 -2.052 0.463 0.165 0.041 0.06
C -1.444 0.342 -2.215 0.428 -0.059 0.446 -0.41
C -2.561 0.067 -3.214 -0.245 -0.047 -0.418 -0.15
H -0.762 -0.522 -2.174 -0.077 0.173 -0.166 0.06
H -0.840 1.208 -2.530 -0.087 -0.238 0.111 0.05
H -2.135 -0.009 -4.223 -0.016 -0.017 0.167 0.09
H -3.054 -0.894 -3.020 0.095 0.427 -0.046 0.04
H -3.312 0.865 -3.254 0.338 -0.340 0.005 0.05
C -3.492 -0.369 -0.292 0.350 -0.042 0.426 -0.40
C -4.773 0.262 -0.831 -0.413 -0.171 -0.151 -0.14
H -3.595 -0.558 0.791 -0.102 -0.058 -0.349 0.07
H -3.302 -1.344 -0.773 0.009 0.278 0.201 0.05
H -5.633 -0.368 -0.566 0.193 0.176 0.017 0.09
H -4.945 1.259 -0.406 -0.052 -0.336 -0.101 0.06
H -4.771 0.338 -1.927 -0.003 -0.005 0.491 0.06
Br 2.846 -0.047 3.183 0.884 -2.357 1.414 0.73
P 2.078 1.477 -0.028 -0.362 -0.647 1.235 0.84
C 1.731 2.366 -1.569 -0.460 0.171 -0.220 -0.40
C 2.640 3.567 -1.819 0.150 0.227 -0.380 -0.13
H 0.673 2.678 -1.502 0.443 -0.038 -0.138 0.06
H 1.798 1.637 -2.392 -0.127 0.208 0.242 0.08
H 2.302 4.086 -2.724 0.097 -0.034 0.212 0.09
H 2.609 4.283 -0.989 0.015 -0.131 -0.305 0.07
H 3.684 3.269 -1.987 -0.336 0.070 0.073 0.07
C 2.934 2.642 1.121 0.138 -0.068 -0.083 -0.44
C 4.456 2.660 0.967 0.338 0.501 0.197 -0.14
H 2.666 2.343 2.152 0.074 0.297 -0.476 0.00
H 2.496 3.641 0.954 0.175 -0.366 0.164 0.08
H 4.882 3.316 1.740 -0.010 -0.223 -0.253 0.09
H 4.902 1.660 1.091 -0.184 0.397 -0.058 0.07
H 4.758 3.069 -0.011 -0.101 -0.216 0.444 0.07
C 3.259 0.119 -0.428 -0.060 -0.025 -0.097 -0.42
C 4.224 0.454 -1.569 0.438 -0.238 -0.080 -0.13
H 2.640 -0.760 -0.701 0.232 0.339 0.057 0.08
H 3.795 -0.161 0.496 -0.200 0.158 -0.431 0.04
H 4.844 -0.430 -1.775 -0.158 0.300 -0.072 0.09
H 3.684 0.714 -2.492 0.280 -0.120 0.321 0.07
H 4.908 1.279 -1.308 -0.350 -0.361 -0.144 0.07
N -0.983 2.481 3.829 0.360 -1.073 -0.144 0.02
C -1.558 2.683 5.026 0.103 -0.482 -0.100 -0.03
C -1.507 1.470 5.705 -0.085 -0.129 0.325 -0.03
C -0.871 0.557 4.862 0.014 1.200 -0.865 -0.12
N -0.556 1.178 3.697 -0.411 1.059 1.030 -0.20
H -0.830 3.143 3.068 -0.157 -0.341 0.458 0.17
H -1.963 3.653 5.293 0.095 -0.279 0.025 0.14
H -1.884 1.243 6.690 0.007 0.212 -0.064 0.12
H -0.606 -0.491 5.017 -0.227 0.504 0.049 0.11
```
Forces are in eV/Å.

Output
Molar mass ... 769.72 g mol⁻¹
Spin multiplicity ... 1
ΔE to the lowest compared entry with this formula, charge and spin ... 0.0000 eV
Charge ... +2

=====

Entry 2:
# C6H5NOS

2 unconnected molecules or ions with the total composition C6H5NOS (ωB97M-V/def2-TZVPD, OMol25).

Geometry as XYZ:
```
14
Properties=species:S:1:pos:R:3:forces:R:3:lowdin_charge:R:1
C 2.362 1.602 0.160 -1.166 -1.918 0.953 -0.36
C -2.092 0.249 -0.842 0.182 -0.126 0.068 -0.02
C -0.935 -0.535 -0.937 0.232 0.314 0.848 0.04
C -2.038 0.859 0.384 0.435 -0.253 -0.157 -0.04
C -0.236 -0.346 0.258 -0.418 -0.434 -0.672 -0.39
C 0.975 -0.859 0.708 1.013 0.465 -0.938 -0.37
N 2.944 2.433 -0.381 0.749 1.118 -0.721 -0.17
O -0.936 0.509 1.055 -0.250 0.126 0.068 0.07
S 1.885 -1.984 -0.231 -0.698 0.471 0.368 0.88
H -2.863 0.349 -1.576 -0.180 0.093 -0.119 0.11
H -0.615 -1.147 -1.754 0.053 -0.151 -0.234 0.12
H -2.709 1.544 0.862 -0.022 0.114 0.186 0.14
H 1.349 -0.587 1.677 -0.013 0.104 0.226 0.08
H 2.909 -2.086 0.617 0.082 0.079 0.125 -0.09
```
Forces are in eV/Å.

Output
Molar mass ... 139.18 g mol⁻¹
Spin multiplicity ... 1
ΔE to the lowest compared entry with this formula, charge and spin ... 2.9058 eV
Charge ... 0

=====

Entry 3:
# C2H6NO3S

2 unconnected molecules or ions with the total composition C2H6NO3S (ωB97M-V/def2-TZVPD, OMol25).

Geometry as XYZ:
```
13
Properties=species:S:1:pos:R:3:forces:R:3:lowdin_charge:R:1
C 0.301 0.032 -1.366 -1.914 -2.036 -0.943 -0.24
C -1.205 1.929 1.158 -0.385 -0.247 -1.966 -0.12
N 0.108 0.994 -0.411 -0.173 1.345 0.684 -0.09
O 1.607 -3.521 -0.526 0.106 0.233 0.053 -0.64
O 3.415 -1.931 0.167 0.777 0.100 -0.029 -0.63
O -0.998 0.702 0.413 1.417 0.623 0.043 -0.24
S 1.968 -2.203 0.084 -0.599 -0.692 0.204 0.59
H -0.688 -0.575 -1.526 1.803 0.658 0.168 0.11
H 0.614 0.442 -2.334 0.014 0.256 0.232 0.07
H 1.140 -0.697 -1.068 -0.545 0.064 -0.058 -0.03
H -1.745 2.554 0.381 0.225 -0.074 1.470 0.08
H -0.263 2.459 1.423 -0.557 -0.740 -0.030 0.07
H -1.802 1.603 2.004 -0.171 0.510 0.172 0.07
```
Forces are in eV/Å.

Output
Molar mass ... 124.14 g mol⁻¹
Spin multiplicity ... 1
ΔE to the lowest compared entry with this formula, charge and spin ... 4.8065 eV
Charge ... -1